85
Properties=species:S:1:pos:R:3:forces:R:3:mulliken_spin:R:1 method="wB97M-V/def2-TZVPD" energy_ha=-1857.91259 multiplicity=4 s_squared=3.75 max_force_ev_per_a=6.8 total_charge=+3 orbital_gap_ev="11.0 / 5.9"
Pt 0.165586 -0.008563 -0.166678 -0.6 0.5 -0.1 2.203
C -1.129114 3.880777 -1.169578 -0.1 -0.3 0.2 0.001
C 0.148736 3.279617 -0.615818 -0.9 2.0 -0.6 0.011
O 0.354586 2.072697 -0.535968 0.6 -1.2 0.0 0.069
N 1.054826 4.167787 -0.244078 1.2 -0.5 1.0 0.006
C 2.327796 3.800497 0.399792 0.9 0.3 -0.9 -0.001
H -1.162294 3.804527 -2.256398 0.1 -0.1 0.0 0.000
H -1.256114 4.929387 -0.900518 0.2 -0.1 0.0 0.000
H -1.968664 3.326827 -0.749598 0.0 -0.1 -0.2 0.000
H 0.911036 5.153817 -0.408878 -0.2 -0.2 0.0 0.002
H 2.584826 2.745017 0.310322 -0.7 -0.1 0.2 -0.003
H 2.439626 4.146517 1.427342 -0.5 0.0 0.0 0.000
H 3.138206 4.267327 -0.160028 0.0 0.3 0.0 0.000
C 2.485966 -3.244223 -2.180298 -0.2 0.1 -0.4 0.013
C 2.563886 -1.796753 -1.652028 3.5 -2.0 -3.8 0.001
O 1.680906 -1.397413 -0.989138 -5.0 1.6 4.2 0.061
N 3.563236 -0.996053 -2.036208 -0.2 0.0 0.3 0.006
C 3.710846 0.427567 -1.620858 0.9 -0.7 -1.5 -0.005
H 1.493406 -3.683923 -2.082428 -0.2 0.5 0.6 0.001
H 3.158956 -3.957933 -1.705098 0.3 0.3 -0.1 0.000
H 2.592976 -3.279363 -3.264458 0.7 0.2 0.0 0.001
H 4.180696 -1.374633 -2.740138 0.2 0.2 0.2 0.000
H 4.313326 0.526477 -0.717898 -0.4 0.0 0.1 0.000
H 2.805556 1.034177 -1.644908 -0.3 -0.6 0.4 0.004
H 4.303806 0.819437 -2.447258 0.2 0.4 0.2 0.000
C -3.773324 -1.090063 -1.971328 1.0 0.3 -0.1 0.006
C -3.171654 -0.424403 -0.737618 -1.2 -1.0 -1.4 0.027
O -1.965214 -0.131793 -0.685518 0.7 0.5 -0.3 0.088
N -4.031684 -0.093173 0.197672 0.6 1.3 1.2 0.000
C -5.392974 -0.568413 0.396402 0.1 -0.7 -0.5 0.001
H -2.980884 -1.225673 -2.707368 0.0 -0.2 0.2 0.003
H -4.462014 -0.373173 -2.418408 -0.3 -0.2 0.1 -0.001
H -4.271404 -2.039773 -1.776268 -0.1 0.1 0.1 0.001
H -3.618564 0.528717 0.877882 -0.2 -0.2 0.3 -0.005
H -5.276894 -1.590313 0.757432 -0.6 -0.1 -0.1 0.000
H -5.912534 -0.540303 -0.561388 -0.2 -0.1 0.2 0.000
H -5.974004 -0.012693 1.132382 0.5 0.3 -0.1 0.000
C 1.352696 -0.354763 -4.734958 -0.8 0.1 -0.3 0.001
C 0.191546 0.226197 -3.927838 0.2 -0.3 0.9 0.014
O 0.183736 0.138607 -2.675158 0.2 0.1 -0.2 0.022
N -0.802124 0.839827 -4.567088 -0.5 0.1 -0.1 -0.001
C -1.971864 1.472517 -3.960408 -0.7 0.2 -0.5 -0.002
H 1.419896 -1.436993 -4.623758 -0.1 0.0 0.5 0.000
H 2.282416 0.104267 -4.398788 -0.1 0.0 -0.1 0.000
H 1.205806 -0.233283 -5.808168 0.2 0.4 0.0 0.000
H -0.858054 0.831267 -5.575508 0.5 -0.1 0.0 0.001
H -2.062834 1.370747 -2.878988 0.6 0.0 -0.2 0.001
H -2.893344 1.083427 -4.393508 0.1 -0.6 0.0 0.000
H -2.052464 2.504317 -4.302458 0.5 0.3 0.4 0.000
C 1.983126 1.551107 3.345522 1.3 -0.4 0.3 -0.003
C 2.434296 0.475017 2.334532 -0.6 1.6 1.4 0.013
O 1.790366 0.278197 1.317352 -1.1 -0.7 -2.4 0.165
N 3.551546 -0.173133 2.561872 0.3 0.2 1.1 0.009
C 4.115226 -1.247253 1.777582 0.8 0.1 -0.3 -0.004
H 1.659296 2.491767 2.900112 -0.3 -0.5 -0.4 0.001
H 2.856976 1.821327 3.938362 0.1 0.1 0.1 0.000
H 1.257806 1.196967 4.078052 -0.2 -0.2 -0.4 -0.001
H 3.967136 0.031727 3.459332 0.3 -0.1 -0.1 0.002
H 5.187046 -1.070883 1.686972 0.1 -0.1 0.2 0.000
H 3.758486 -1.222463 0.747912 -0.4 -0.2 0.4 -0.003
H 3.968796 -2.199843 2.286742 -0.1 0.0 -0.3 0.000
C -2.273794 -3.269373 1.108092 1.0 -0.1 0.6 -0.002
C -0.807594 -2.858353 1.242702 -1.3 -3.8 2.0 0.016
O -0.374544 -1.817593 0.837342 1.4 2.3 -1.0 0.081
N 0.009346 -3.722153 1.929862 -3.1 1.3 -1.4 0.008
C 1.399466 -3.555353 1.893142 1.3 -0.7 0.0 -0.006
H -2.850184 -2.724773 1.855952 0.0 0.2 -0.1 0.000
H -2.334314 -4.319953 1.392212 -0.4 0.0 -0.4 0.000
H -2.655554 -3.050813 0.110802 0.1 -0.2 0.1 0.001
H -0.322434 -4.633093 2.213082 -0.3 0.3 -0.1 0.001
H 1.758016 -3.102223 0.968902 -0.2 0.1 0.0 0.004
H 1.670066 -4.611143 1.879802 1.4 0.3 0.5 0.000
H 1.734956 -2.968953 2.748522 0.4 -0.3 0.1 0.000
C -2.650194 2.316357 2.294672 -0.5 0.2 -0.4 0.004
C -1.625544 1.227217 2.567832 -1.2 0.8 1.5 0.028
O -0.909284 0.844137 1.667152 1.3 -0.8 -1.0 0.166
N -1.598594 0.732197 3.825162 -0.2 0.0 -0.9 -0.001
C -0.922454 -0.480803 4.261542 0.1 -0.6 0.8 -0.001
H -2.376854 3.338517 2.556532 0.3 -0.2 0.6 -0.001
H -3.618164 2.083067 2.738192 0.1 0.1 0.3 0.000
H -2.844514 2.429357 1.228102 0.3 -0.4 -0.2 0.000
H -2.311094 1.104357 4.436672 0.2 -0.1 0.1 0.001
H -0.384274 -0.322443 5.196102 0.3 0.4 -0.2 0.000
H -0.248814 -0.939983 3.538032 -0.1 0.6 -0.3 -0.002
H -1.620604 -1.259443 4.568792 -0.4 0.1 -0.4 0.000